No. 1
Here is a 2-piece molecular cluster, C4H11O2S overall from the OMol25 dataset. Energies are from ωB97M-V/def2-TZVPD.

## Properties
F_max = 0.0750 hartree/bohr
Frontier orbital gap = 6.981 eV
ΔE to the lowest compared entry with this formula, charge and spin = 36.4 kcal/mol
Charge = -1
DFT total energy = -19255.8626 eV

Geometry as XYZ:
```
18
C4H11O2S ωB97M-V/def2-TZVPD
C -1.17 1.41 0.55
O -1.34 1.75 -0.70
C 0.24 0.99 0.89
C 0.70 -0.11 -0.17
C 1.58 -1.14 0.66
S 1.67 -2.75 -0.22
H -1.90 0.59 1.05
H -1.59 2.16 1.27
H 0.83 1.87 0.83
H 0.30 0.71 1.94
H -0.15 -0.60 -0.48
H 1.09 0.25 -1.13
H 0.95 -1.26 1.65
H 2.61 -0.80 0.73
H 0.70 -2.53 -1.20
H -2.08 -0.71 -2.22
H -1.26 0.58 -1.44
O -1.19 -0.41 -2.01
```

Results of the Löwdin charge analysis, in e, for atoms 1 through 5: atom 1 (C): -0.5444, atom 2 (O): -0.2393, atom 3 (C): -0.2056, atom 4 (C): -0.2634, atom 5 (C): -0.5740

No. 2
Here is the molecule C4H11O3P from the OMol25 dataset. Energies are from ωB97M-V/def2-TZVPD.

## Properties
F_max = 0.0872 hartree/bohr
Frontier orbital gap = 8.873 eV
ΔE to the lowest compared entry with this formula, charge and spin = 62.6 kcal/mol
DFT total energy = -19755.9105 eV

Geometry as XYZ:
```
19
C4H11O3P ωB97M-V/def2-TZVPD
C -0.23 -0.30 2.20
P 0.36 -0.05 0.65
O 0.64 -1.39 -0.15
C -0.43 -2.04 -0.84
O -0.26 1.01 -0.79
C -1.59 1.42 -0.67
O 1.82 0.53 0.82
C 2.53 1.14 -0.30
H 0.12 0.45 3.01
H -1.17 -0.64 2.38
H -1.20 -1.42 -1.26
H -0.95 -2.69 -0.15
H -0.07 -2.67 -1.64
H -2.23 0.66 -1.15
H -1.74 2.34 -1.28
H -1.83 1.67 0.28
H 3.61 0.98 -0.05
H 2.16 2.18 -0.31
H 2.21 0.53 -1.18
```

Results of the Löwdin charge analysis, in e, for atoms 1 through 5: atom 1 (C): -0.1695, atom 2 (P): 0.6707, atom 3 (O): -0.2426, atom 4 (C): -0.1005, atom 5 (O): -0.3099

> What is the formula in the first record?

C4H11O2S